Formula: C72H150O38P2S15
Source: OMol25
Level of theory: ωB97M-V/def2-TZVPD

E_HOMO ... -9.6123 eV
LUMO energy ... -0.0037 Ha
Gap between HOMO and LUMO ... 9.5 eV
Electronic energy ... -336003.7397 eV

Structure (ORCA input):
```
! wB97M-V def2-TZVPD RIJCOSX def2/J DEFGRID3
* xyz 0 1
C -9.28750 -1.25111 -0.77650
C -7.91375 -2.01791 -0.76574
C -7.00777 -1.30925 -1.69992
S -7.38472 0.54496 -1.41927
O -7.38593 1.24337 -2.68347
O -6.55887 1.03545 -0.33198
C -9.04434 0.28925 -0.72214
H -9.85693 -1.68606 0.04488
H -9.78907 -1.58642 -1.68430
H -8.10766 -3.08383 -0.88531
H -7.51128 -1.99237 0.24692
H -7.25604 -1.51616 -2.74090
H -5.93826 -1.36133 -1.49614
H -9.69661 0.83738 -1.40199
H -9.06781 0.45148 0.35547
C -0.98617 9.25506 2.47331
C 0.20097 8.53885 1.77456
C 0.16753 7.06476 2.21974
S -0.07313 7.13693 4.05975
O 1.22608 7.37137 4.60658
O -0.91109 5.99216 4.48183
C -0.97859 8.73105 3.90318
H -1.92463 9.11267 1.93747
H -0.78180 10.32572 2.46851
H 1.15385 8.90070 2.16081
H 0.27318 8.60492 0.68896
H 0.96155 6.35066 2.00133
H -0.76638 6.65638 1.83356
H -0.63842 9.34922 4.73400
H -2.02999 8.51217 4.08957
C 0.93561 2.24190 -6.02739
C 0.87239 0.86667 -5.38167
C 2.19247 0.08326 -5.49710
S 3.37378 1.20331 -6.35897
O 4.05060 0.42640 -7.34689
O 4.07752 2.04480 -5.34930
C 2.02333 2.20701 -7.10567
H 1.38102 2.89455 -5.27655
H -0.05990 2.55288 -6.34415
H 0.12689 0.26106 -5.89701
H 0.60514 0.89974 -4.32546
H 1.95968 -0.73317 -6.18073
H 2.73527 -0.25303 -4.61371
H 1.77149 1.76171 -8.06816
H 2.35787 3.20136 -7.40136
C -6.20981 -1.65500 3.92179
C -6.49373 -0.24154 4.26658
C -7.99870 -0.24940 4.55441
S -8.33456 -1.49789 5.82919
O -9.57846 -2.22988 5.69822
O -7.90279 -0.98840 7.10273
C -6.86791 -2.52533 5.12730
H -5.14488 -1.88657 3.90195
H -6.75829 -1.95473 3.02880
H -6.13780 0.37391 3.44037
H -5.97880 -0.09777 5.21646
H -8.50375 -0.54137 3.63366
H -8.37172 0.75681 4.74545
H -7.32029 -3.42943 4.71980
H -6.22127 -2.84844 5.94311
C -0.01893 -3.14221 6.46937
C 0.29563 -3.50628 5.01085
C -0.09173 -2.41268 4.02743
S -1.62139 -1.76802 4.67013
O -2.73947 -2.76310 4.54549
O -1.92334 -0.39347 4.31463
C -1.04971 -1.93908 6.45682
H 0.95283 -2.78345 6.80859
H -0.24309 -3.88791 7.23211
H -0.36326 -4.31936 4.70608
H 1.29976 -3.91277 4.89010
H -0.11519 -2.65409 2.96476
H 0.52097 -1.52020 4.15460
H -1.92127 -2.04621 7.10258
H -0.37019 -1.09301 6.55938
C 5.90333 -4.15507 1.93539
C 4.47774 -4.18119 1.40151
C 4.57797 -3.80912 -0.07179
S 6.10829 -4.61928 -0.76896
O 6.92566 -3.64874 -1.51295
O 5.84891 -5.92738 -1.32104
C 6.83921 -4.84403 0.94561
H 5.95967 -4.65231 2.90373
H 6.24363 -3.13234 2.09764
H 3.93724 -3.40102 1.93750
H 4.02952 -5.16480 1.54187
H 4.78961 -2.74568 0.03963
H 3.71776 -4.00610 -0.71159
H 7.82946 -4.39129 0.89524
H 6.80842 -5.90005 1.21389
C -5.14938 3.15831 3.05287
C -5.90987 4.28725 2.36739
C -5.02751 4.82549 1.32789
S -3.47382 5.01991 2.30804
O -3.46046 6.39347 2.76873
O -2.38038 4.58532 1.47809
C -3.82946 3.73312 3.59231
H -4.90246 2.46939 2.24508
H -5.81335 2.64976 3.75189
H -6.28355 5.07294 3.02401
H -6.87448 3.89377 2.04677
H -5.24793 5.78335 0.85668
H -4.93517 4.11861 0.50334
H -3.87545 4.27943 4.53439
H -2.85909 3.23686 3.60723
C 1.87759 -8.66894 -3.35707
C 3.31346 -8.53286 -3.89733
C 4.07744 -7.44384 -3.05194
S 2.73379 -6.34261 -2.25472
O 2.71137 -4.96518 -2.77386
O 2.72600 -6.52655 -0.81872
C 1.34283 -7.28272 -3.08536
H 1.83094 -9.25965 -2.44220
H 1.16197 -9.16700 -4.01121
H 3.27836 -8.02243 -4.85980
H 3.95589 -9.40672 -4.00578
H 4.67884 -6.70239 -3.57794
H 4.65513 -7.81835 -2.20688
H 1.20554 -6.82937 -4.06706
H 0.50191 -7.11185 -2.41324
C -2.67974 2.61512 -4.11241
C -3.97606 2.29508 -4.81734
C -4.09698 0.75927 -5.08211
S -3.03959 -0.02915 -3.77747
O -1.89080 -0.61054 -4.45163
O -3.80535 -0.90445 -2.89453
C -2.60517 1.57653 -2.97135
H -2.67225 3.61426 -3.67679
H -1.79852 2.51266 -4.74569
H -3.94879 2.80200 -5.78190
H -4.77569 2.63346 -4.15841
H -3.68717 0.46418 -6.04807
H -5.10707 0.38185 -4.92284
H -1.63130 1.44981 -2.49847
H -3.40220 1.67908 -2.23493
C 6.61146 2.26553 2.38766
C 5.15867 1.75155 2.57092
C 5.20424 0.27379 2.94075
S 6.37079 0.21766 4.32210
O 7.25516 -0.96636 4.34254
O 5.70004 0.69568 5.52598
C 7.30634 1.63692 3.63758
H 6.72947 3.32789 2.17423
H 7.04977 1.76996 1.52140
H 4.57923 1.94076 1.66729
H 4.64870 2.33888 3.33452
H 5.53166 -0.39600 2.14559
H 4.31408 -0.25653 3.27910
H 8.19400 1.15521 3.22758
H 7.49640 2.36851 4.42292
C 5.65957 6.93422 3.02652
C 4.33818 6.07844 2.86937
C 3.89814 6.03137 1.40020
S 5.38225 6.34810 0.35054
O 4.94597 7.06743 -0.83107
O 6.28389 5.23678 0.22992
C 6.02086 7.54019 1.64980
H 6.47965 6.30837 3.37849
H 5.52242 7.62784 3.85610
H 3.49105 6.31351 3.51375
H 4.54563 5.05445 3.18002
H 3.28775 6.91653 1.22128
H 3.31048 5.21532 0.97970
H 5.50231 8.46579 1.39987
H 7.05220 7.61421 1.30489
C 7.09680 0.69132 -3.55065
C 6.63483 2.10610 -3.02394
C 6.10905 1.89467 -1.58402
S 5.19902 0.29969 -1.55036
O 3.74623 0.34770 -1.60304
O 5.80895 -0.52596 -0.49032
C 5.91248 -0.24479 -3.19191
H 7.91269 0.27960 -2.95658
H 7.50688 0.68038 -4.56051
H 5.76568 2.39387 -3.61543
H 7.33611 2.93896 -3.07538
H 5.62873 2.66338 -0.97866
H 6.94640 1.71695 -0.90922
H 5.13195 -0.05279 -3.92812
H 6.11860 -1.31507 -3.18105
C 3.96033 5.22754 -4.13440
C 3.89868 6.76198 -4.03416
C 2.51386 7.20178 -3.58178
S 1.79639 5.78096 -2.49683
O 0.55564 5.35806 -3.14871
O 1.79480 6.07325 -1.07013
C 3.22922 4.62700 -2.97083
H 5.00046 4.95661 -4.31557
H 3.42628 4.99948 -5.05683
H 4.26510 7.35799 -4.86999
H 4.61504 7.01707 -3.25322
H 1.86526 7.35911 -4.44357
H 2.41058 8.10603 -2.98198
H 2.80381 3.63517 -3.12375
H 4.04537 4.47846 -2.26376
C 1.39243 3.02144 4.29482
C 1.49883 1.50293 4.08914
C 2.07786 0.90139 5.42174
S 1.37319 1.93122 6.71928
O 2.46508 2.56240 7.43972
O 0.32155 1.23143 7.41994
C 0.60013 3.21088 5.61780
H 0.93286 3.43350 3.39643
H 2.40585 3.37863 4.47780
H 2.24632 1.36272 3.30830
H 0.49758 1.11979 3.89215
H 3.13002 1.13739 5.58100
H 2.00896 -0.12695 5.77652
H 0.53836 4.09057 6.25845
H -0.42274 2.88821 5.42361
C -0.06779 -5.04340 0.06483
C -1.34415 -4.22624 0.43224
C -1.92794 -4.73857 1.77149
S -1.22005 -6.49964 2.05119
O -2.30655 -7.49108 1.98333
O -0.27160 -6.48591 3.16012
C -0.21999 -6.47957 0.47561
H 0.79814 -4.69239 0.62613
H 0.26310 -4.92683 -0.96717
H -2.11890 -4.43283 -0.30612
H -1.12891 -3.16041 0.35613
H -2.98559 -4.97791 1.66111
H -1.71306 -4.11293 2.63780
H -0.88138 -6.96794 -0.24004
H 0.61810 -7.15258 0.65663
C 1.57177 -2.07875 -1.80334
C 0.52150 -1.00745 -1.88232
O -0.25620 -1.11555 -0.65825
P -0.33539 0.12388 0.42286
O 0.79099 0.07083 1.41392
O -1.82079 0.06228 1.05152
C -3.07993 -0.19920 0.40371
C -3.92061 -0.96758 1.36959
O -0.31902 1.39670 -0.54687
C -0.17820 2.71003 0.00769
C 1.32264 3.13545 0.12104
H 1.15858 -3.07637 -1.65455
H 2.10934 -2.29719 -2.72606
H 2.23099 -1.85288 -0.96519
H 0.97929 -0.02431 -1.99178
H -0.08135 -1.16609 -2.77647
H -3.51960 0.78284 0.22939
H -2.98975 -0.65077 -0.58424
H -4.94314 -1.09708 1.01494
H -3.49709 -1.93338 1.64521
H -3.99846 -0.42890 2.31398
H -0.66233 3.39765 -0.68578
H -0.78233 2.71994 0.91490
H 1.95583 2.64774 0.86220
H 1.90318 2.95634 -0.78394
H 1.47139 4.16917 0.43312
C -3.26776 -9.17963 -5.47595
C -3.56390 -7.64207 -5.52261
O -4.11687 -7.12826 -4.29812
P -3.05672 -6.34082 -3.32129
O -1.74010 -7.06317 -3.15096
O -2.99524 -4.87281 -3.97036
C -2.07035 -3.91294 -3.54320
C -0.98872 -3.66009 -4.63095
O -3.92565 -5.95944 -1.99978
C -5.08355 -5.11434 -1.98671
C -6.36817 -5.99720 -2.28137
H -4.24425 -9.66309 -5.44714
H -2.87854 -9.51122 -6.43858
H -2.57053 -9.42442 -4.67468
H -2.62904 -7.12417 -5.73687
H -4.37618 -7.39537 -6.20631
H -2.60687 -3.01369 -3.24053
H -1.60408 -3.99280 -2.56121
H -0.41013 -2.74843 -4.48191
H -0.32450 -4.51870 -4.72943
H -1.38529 -3.49166 -5.63218
H -5.19060 -4.66776 -0.99817
H -4.99586 -4.26521 -2.66450
H -6.67032 -6.50972 -1.36806
H -7.11261 -5.32307 -2.70499
H -6.10836 -6.79325 -2.97915
*
```

Formula: C14H14I2N2O9Y
Source: OMol25
Level of theory: ωB97M-V/def2-TZVPD

E_HOMO ... -5.5269 eV
LUMO energy ... 0.0652 Ha
ΔE to the lowest compared entry with this formula, charge and spin ... 1.1501 eV
Gap between HOMO and LUMO ... 7.3 eV
Electronic energy ... -53405.1400 eV

Structure (ORCA input):
```
! wB97M-V def2-TZVPD RIJCOSX def2/J DEFGRID3
* xyz -1 1
Y -0.58510 0.26510 -0.33320
O -0.04200 -2.24330 -0.93540
C -0.06450 -3.20930 0.10440
C -0.11770 -2.54410 1.48740
N -1.06270 -1.42960 1.49440
C -2.45470 -1.76890 1.21350
C -3.22630 -0.43490 0.92120
O -4.40400 -0.36420 1.20110
O -2.51200 0.48540 0.39160
C -0.96570 -0.68830 2.75380
C 0.01720 0.49470 2.60410
O 0.23520 1.21450 3.56850
O 0.50510 0.65750 1.43530
H 0.87150 -2.10760 -1.24280
H 0.80080 -3.87590 0.05740
H -0.96430 -3.81800 -0.04650
H 0.86720 -2.12330 1.72460
H -0.37030 -3.30500 2.24700
H -2.94660 -2.30730 2.03610
H -2.52630 -2.36880 0.30270
H -0.66500 -1.32030 3.60010
H -1.93640 -0.24830 3.00150
O -2.26420 3.41000 -6.58580
C -1.80220 2.27720 -6.50240
O -1.48200 1.43250 -7.33360
C -1.60920 1.76960 -5.01020
C -2.59160 2.01670 -4.05700
C -2.44760 1.49210 -2.78670
N -1.37240 0.78940 -2.40970
C -0.40340 0.57490 -3.32450
C -0.50310 1.01580 -4.63310
C 0.81050 -0.14980 -2.75390
O 1.44110 -0.96350 -3.40340
O 1.05670 0.16430 -1.52650
H -3.44160 2.62720 -4.32190
H -3.20880 1.63020 -2.02530
H 0.27050 0.78770 -5.34890
I -0.17990 3.30830 -0.31220
C 0.57320 3.59460 1.71040
I 2.55180 2.90410 1.92020
H -0.03050 2.99910 2.38540
H 0.53570 4.65480 1.94390
*
```

Formula: C3H3ClOS2
Source: OMol25
Level of theory: ωB97M-V/def2-TZVPD

E_HOMO ... -9.5740 eV
LUMO energy ... -0.0101 Ha
ΔE to the lowest compared entry with this formula, charge and spin ... 1.1780 eV
Gap between HOMO and LUMO ... 9.3 eV
Electronic energy ... -39398.0136 eV

Structure (ORCA input):
```
! wB97M-V def2-TZVPD RIJCOSX def2/J DEFGRID3
* xyz 0 1
C -0.91527 0.18271 0.01519
C -0.07662 0.93617 0.69453
C -0.45337 -1.06536 -0.68249
O 2.37295 1.68901 -0.04886
S 1.38445 -0.98334 -0.98621
S 1.71671 0.59502 0.60213
Cl -0.72709 -2.43654 0.55581
H -1.95634 0.52900 0.09673
H -0.28495 1.81122 1.40792
H -1.06047 -1.25790 -1.65476
*
```

Formula: C5H11N
Source: OMol25
Level of theory: ωB97M-V/def2-TZVPD

E_HOMO ... -7.2812 eV
SMILES ... CN1CCCC1
LUMO energy ... 0.0404 Ha
ΔE to the lowest compared entry with this formula, charge and spin ... 1.9446 eV
Gap between HOMO and LUMO ... 8.4 eV
Electronic energy ... -6851.5840 eV

Structure (ORCA input):
```
! wB97M-V def2-TZVPD RIJCOSX def2/J DEFGRID3
* xyz 0 1
C 0.86752 1.19397 1.59758
N 0.11527 0.50837 0.53722
C -1.32740 0.27007 0.06839
C -1.09818 -0.90716 -0.87562
C 0.28205 -0.78977 -1.44157
C 1.11424 -0.38697 -0.23779
H 1.01730 2.24616 1.28249
H 0.15332 1.27837 2.41689
H 1.77342 0.69966 1.93751
H -1.76304 1.20930 -0.26307
H -1.81125 -0.05525 0.99410
H -1.26452 -1.88177 -0.40809
H -1.94077 -0.76915 -1.57886
H 0.44798 -1.67692 -2.05325
H 0.23030 0.04172 -2.14723
H 2.01547 0.22006 -0.30812
H 1.18829 -1.20070 0.47942
*
```

Formula: C6H21NO3
Source: OMol25
Level of theory: ωB97M-V/def2-TZVPD

E_HOMO ... -8.8951 eV
SMILES ... CCN(CC)CC.O.O.O
LUMO energy ... 0.0147 Ha
ΔE to the lowest compared entry with this formula, charge and spin ... 0.5349 eV
Gap between HOMO and LUMO ... 9.3 eV
Electronic energy ... -14194.7258 eV

Structure (ORCA input):
```
! wB97M-V def2-TZVPD RIJCOSX def2/J DEFGRID3
* xyz 0 1
C -0.72912 2.48071 1.09674
C -0.32274 1.00898 1.12153
N -0.22147 0.42606 -0.24548
C 1.09626 -0.23428 -0.41746
C 2.24485 0.78586 -0.62344
C -1.28980 -0.53331 -0.52983
C -1.57686 -0.82683 -2.00293
H -0.01095 3.05010 0.51765
H -0.85194 2.85325 2.10892
H -1.67613 2.50433 0.54901
H 0.67666 0.88110 1.54875
H -0.97596 0.37864 1.73139
H 1.00034 -0.81799 -1.33238
H 1.40918 -0.84887 0.42930
H 1.93543 1.70476 -1.12792
H 2.95091 0.25299 -1.26256
H 2.74891 1.14714 0.26678
H -2.18040 -0.23402 0.03248
H -1.08589 -1.49971 -0.05554
H -1.87016 -1.86706 -2.15630
H -0.68204 -0.70929 -2.61267
H -2.43326 -0.22987 -2.31444
O 0.89977 -1.95653 2.87167
H 0.18110 -1.44191 3.29594
H 0.51952 -2.36730 2.08583
O 0.08915 -3.25422 0.60793
H 0.43281 -4.15554 0.80583
H 0.49757 -2.96075 -0.19894
O -0.23349 2.72596 -2.22967
H 0.01456 2.00495 -1.59659
H -1.05708 3.01426 -1.82298
*
```

Formula: C10H14BrP
Source: OMol25
Level of theory: ωB97M-V/def2-TZVPD

E_HOMO ... -8.9342 eV
SMILES ... BrPc1ccccc1.C=C(C)C
LUMO energy ... 0.0198 Ha
ΔE to the lowest compared entry with this formula, charge and spin ... 0.6009 eV
Gap between HOMO and LUMO ... 9.5 eV
Electronic energy ... -89926.6837 eV

Structure (ORCA input):
```
! wB97M-V def2-TZVPD RIJCOSX def2/J DEFGRID3
* xyz 0 1
Br 3.74151 0.82883 -0.25448
P 2.76541 -0.29212 1.36400
C 1.93179 -1.62790 0.45678
C 0.73270 -2.09631 1.07836
C 0.02867 -3.15157 0.56095
C 0.40375 -3.70237 -0.69621
C 1.59453 -3.25989 -1.25335
C 2.31777 -2.18610 -0.73187
H 1.62640 0.56096 1.20480
H 0.22916 -1.69022 2.04192
H -0.90987 -3.35909 1.11269
H -0.19819 -4.52171 -1.05126
H 1.85559 -3.76319 -2.11273
H 3.01632 -1.71100 -1.39435
C 0.16206 2.81779 0.25869
C -1.05818 2.47472 -0.15014
C -2.30330 2.70002 0.72566
C -1.11465 1.70538 -1.60544
H 0.26728 3.33128 1.13767
H 1.09754 2.75281 -0.26228
H -2.99102 3.48157 0.47955
H -2.93315 1.77395 0.55734
H -1.85611 2.91306 1.74534
H -0.60616 0.74540 -1.60317
H -0.68299 2.24316 -2.44871
H -2.18204 1.47687 -1.80593
*
```